(1)
ORCA calculation (ωB97M-V/def2-TZVPD) on 4 unconnected molecules or ions with the total composition C5H16NO4.

Each line ends with the natural charge from an NBO analysis.
Positions of all 26 atoms, in Å:
C: -1.503 1.281 1.477  -0.0445
O: -0.142 1.284 1.919  -0.8223
C: -1.929 0.463 0.187  -0.4248
C: -1.242 1.094 -1.055  -0.4449
C: -1.263 0.286 -2.324  -0.2746
C: 0.890 -0.741 -2.222  -0.0515
N: 0.098 0.022 -2.829  -0.4216
H: -2.201 0.982 2.276  0.1336
H: -1.607 2.330 1.260  0.1541
H: -3.024 0.398 0.218  0.1739
H: -1.623 -0.593 0.235  0.2321
H: -0.260 1.286 -0.552  0.2512
H: -1.647 2.136 -1.265  0.1885
H: -1.740 0.744 -3.201  0.1794
H: -2.071 -0.461 -2.275  0.1911
H: 1.829 -0.935 -2.783  0.1405
H: 0.849 -1.126 -1.211  0.2102
H: 2.718 -2.915 -0.051  0.4589
H: 1.818 -2.162 1.246  0.5023
O: 2.722 -2.527 0.821  -1.0281
H: 0.731 -1.564 1.835  0.4009
H: 0.406 0.407 1.731  0.5089
O: 0.662 -0.940 1.104  -1.1968
H: 2.265 0.692 2.509  0.4594
H: 2.355 0.046 1.129  0.5107
O: 2.911 0.515 1.823  -0.9867

Computed properties:
Energy above the lowest of the compared OMol25 structures with the same formula, charge and spin in eV: 2.754
Net charge: -1
HOMO energy in eV: -5.04
Calculated total energy in eV: -15123.148
Frontier orbital gap in eV: 8.6669

(2)
ORCA calculation (ωB97M-V/def2-TZVPD) on 2 unconnected molecules or ions with the total composition C5H16NOSi.

Each line ends with the natural charge from an NBO analysis.
Positions of all 24 atoms, in Å:
C: 0.219 -0.588 2.662  -0.6322
C: 1.382 -0.488 0.484  -0.6224
C: 0.141 -1.683 -3.092  -0.2018
C: -0.017 -0.490 1.158  -0.3084
C: -0.901 0.721 0.805  -0.3207
N: -0.394 2.118 1.354  -0.7590
O: -0.494 -0.399 -2.998  -0.9360
Si: -1.092 0.897 -2.365  1.5117
H: 0.658 -1.579 2.956  0.2425
H: -0.646 -0.519 3.325  0.2168
H: 0.894 0.146 3.023  0.1915
H: 1.729 -1.420 0.186  0.2307
H: 2.257 0.033 1.045  0.2113
H: 1.277 -0.076 -0.490  0.2004
H: -0.572 -2.432 -2.801  0.1987
H: 0.900 -1.645 -2.261  0.1811
H: 0.613 -1.841 -3.986  0.2087
H: -0.460 -1.400 0.852  0.2376
H: -1.961 0.518 0.976  0.2093
H: -1.057 2.795 0.950  0.4491
H: 0.660 2.247 1.044  0.4621
H: -0.480 2.133 2.439  0.4322
H: -2.446 0.979 -2.632  -0.1995
H: -0.209 1.974 -2.631  -0.2038

Computed properties:
Energy above the lowest of the compared OMol25 structures with the same formula, charge and spin in eV: 4.245
Net charge: +1
HOMO energy in eV: -11.65
Calculated total energy in eV: -16849.686
Frontier orbital gap in eV: 7.8333

(3)
ORCA calculation (ωB97M-V/def2-TZVPD) on a single C5H16NPS2Si molecule.

Each line ends with the natural charge from an NBO analysis.
Positions of all 26 atoms, in Å:
C: 3.589 0.200 0.031  -0.6068
C: 2.369 1.010 -0.393  -0.3931
C: 1.090 0.178 -0.394  -0.3909
C: -0.158 1.018 -0.696  -0.9079
Si: -1.750 0.273 -0.100  1.2609
S: -3.448 1.550 -0.283  -0.4197
C: -2.291 -1.345 -0.883  -0.6837
N: -1.200 -2.316 -0.983  -0.8348
P: -1.428 -0.002 2.142  0.3657
S: -0.583 1.552 2.983  -0.5999
H: 3.651 0.115 1.117  0.2077
H: 3.556 -0.813 -0.378  0.1997
H: 4.519 0.657 -0.311  0.2109
H: 2.226 1.851 0.291  0.2030
H: 2.519 1.444 -1.386  0.1945
H: 1.173 -0.627 -1.128  0.2157
H: 1.007 -0.316 0.583  0.1879
H: -0.253 1.217 -1.768  0.2464
H: -0.078 1.992 -0.199  0.2562
H: -2.910 2.506 0.497  0.1753
H: -3.189 -1.701 -0.355  0.2013
H: -2.627 -1.090 -1.894  0.2274
H: -0.811 -2.538 -0.075  0.3522
H: -1.522 -3.189 -1.379  0.3633
H: -0.763 -1.240 2.313  -0.0251
H: -2.688 -0.386 2.650  -0.0062

Computed properties:
Net charge: 0
HOMO energy in eV: -8.45
SMILES string: CCCC[Si@@](S)(CN)[PH2]=S
Calculated total energy in eV: -45772.968
Frontier orbital gap in eV: 8.9767

(4)
ORCA calculation (ωB97M-V/def2-TZVPD) on 2 unconnected molecules or ions with the total composition C5H16NSi.

Each line ends with the natural charge from an NBO analysis.
Positions of all 23 atoms, in Å:
C: 1.445 -1.345 -1.347  -0.6190
C: 0.479 1.773 -1.008  -1.1484
C: 1.113 1.311 2.287  -1.1751
C: 1.516 -1.103 0.202  -0.9636
C: -2.309 -0.328 0.127  -0.6721
N: -2.724 -0.873 -1.140  -0.6900
Si: 0.809 0.624 0.498  1.8167
H: 0.616 -0.993 -1.900  0.1970
H: 2.280 -0.662 -1.685  0.2166
H: 1.563 -2.466 -1.442  0.2400
H: 0.152 2.805 -0.645  0.2735
H: 1.244 1.920 -1.659  0.2561
H: -0.446 1.425 -1.484  0.2526
H: 0.211 0.957 2.904  0.2796
H: 2.030 1.241 2.802  0.2772
H: 1.004 2.426 2.235  0.2597
H: 2.480 -1.318 0.626  0.2669
H: 0.810 -1.906 0.721  0.2698
H: -2.759 -0.996 0.917  0.1968
H: -2.659 0.789 0.309  0.1974
H: -2.304 -0.452 -1.966  0.4225
H: -2.262 -1.740 -1.189  0.4251
H: -3.809 -1.004 -1.224  0.4206

Computed properties:
Energy above the lowest of the compared OMol25 structures with the same formula, charge and spin in eV: 3.325
Net charge: +1
HOMO energy in eV: -11.59
Calculated total energy in eV: -14802.093
Frontier orbital gap in eV: 7.6020

(5)
ORCA calculation (ωB97M-V/def2-TZVPD) on 3 unconnected molecules or ions with the total composition C5H16O2S.

Each line ends with the natural charge from an NBO analysis.
Positions of all 24 atoms, in Å:
C: -0.130 2.917 2.449  -0.6322
C: -1.477 2.273 2.195  -0.3933
C: -1.143 0.680 1.612  -0.3983
C: -0.745 0.782 0.102  -0.5979
S: 0.363 -0.457 -0.399  0.1965
C: 1.985 -0.156 0.288  -0.7843
H: -0.322 3.154 3.622  0.2220
H: 0.757 2.475 2.109  0.2084
H: -0.007 3.976 1.924  0.2039
H: -2.192 2.753 1.605  0.2030
H: -1.918 2.223 3.216  0.1963
H: -2.024 0.073 1.823  0.2123
H: -0.315 0.228 2.174  0.1994
H: -1.718 0.623 -0.449  0.2499
H: -0.314 1.801 -0.284  0.2232
H: 2.769 -0.644 -0.378  0.2511
H: 2.128 -0.589 1.315  0.2152
H: 2.106 0.915 0.586  0.2258
O: 0.188 -2.780 -3.419  -0.9461
H: 0.315 -1.877 -3.651  0.4692
H: 0.072 -2.650 -2.449  0.4759
O: 0.604 -5.577 -4.747  -0.9565
H: 0.087 -5.222 -3.964  0.4886
H: 0.931 -4.925 -5.280  0.4678

Computed properties:
Energy above the lowest of the compared OMol25 structures with the same formula, charge and spin in eV: 2.606
Net charge: 0
HOMO energy in eV: -8.73
SMILES string: CCCCSC.O.O
Calculated total energy in eV: -20372.528
Frontier orbital gap in eV: 9.3244

(6)
ORCA calculation (ωB97M-V/def2-TZVPD) on 4 unconnected molecules or ions with the total composition C5H16O3.

Each line ends with the natural charge from an NBO analysis.
Positions of all 24 atoms, in Å:
C: -2.552 0.575 1.909  -0.6555
C: -1.102 0.299 1.597  -0.1654
C: -0.091 1.174 1.594  -0.2077
C: 1.305 0.676 1.271  -0.4147
C: 1.614 -0.819 1.344  -0.6358
H: -3.150 0.141 1.112  0.2215
H: -2.709 1.564 2.334  0.2179
H: -2.770 -0.030 2.806  0.2135
H: -0.852 -0.754 1.612  0.2030
H: -0.168 2.252 1.551  0.1941
H: 1.682 0.966 0.288  0.1762
H: 1.956 1.223 1.969  0.1965
H: 1.021 -1.443 0.675  0.2413
H: 1.595 -1.207 2.363  0.2045
H: 2.590 -1.046 0.913  0.2026
O: -0.984 -0.565 -2.892  -0.9685
H: -0.602 0.290 -3.106  0.5040
H: -1.910 -0.510 -2.649  0.4839
O: -0.236 -2.397 -0.979  -0.9893
H: -0.483 -1.943 -1.809  0.5053
H: 0.519 -2.999 -1.070  0.4711
O: 1.741 1.479 -2.342  -0.9330
H: 2.242 1.095 -1.595  0.4696
H: 1.755 2.386 -2.078  0.4649

Computed properties:
Energy above the lowest of the compared OMol25 structures with the same formula, charge and spin in eV: 0.994
Net charge: 0
HOMO energy in eV: -8.96
SMILES string: C/C=C/CC.O.O.O
Calculated total energy in eV: -11585.906
Frontier orbital gap in eV: 9.5760

(7)
ORCA calculation (ωB97M-V/def2-TZVPD) on 3 unconnected molecules or ions with the total composition C5H16O3.

Each line ends with the Löwdin spin population.
Positions of all 24 atoms, in Å:
C: 0.175 0.577 2.206  0.1762
O: 1.132 1.484 1.800  0.5924
C: 0.210 -0.764 1.467  0.0112
C: -0.151 -0.604 0.025  0.0178
C: -0.407 -1.854 -0.716  0.0068
C: -1.617 -2.684 -0.190  0.0052
H: 0.355 0.585 3.306  0.0952
H: -0.810 1.069 2.156  0.0680
H: 1.789 1.111 1.170  0.0036
H: 1.164 -1.244 1.705  0.0022
H: -0.573 -1.333 2.035  -0.0002
H: -1.033 0.106 0.040  0.0011
H: 0.591 -0.010 -0.520  0.0055
H: -0.703 -1.833 -1.774  0.0022
H: 0.344 -2.673 -0.686  0.0005
H: -1.742 -3.644 -0.720  0.0000
H: -2.574 -2.181 -0.461  0.0001
H: -1.557 -2.931 0.862  0.0005
H: 0.460 1.199 -3.362  0.0000
H: 0.632 0.169 -2.596  0.0001
O: 1.053 0.419 -3.444  0.0002
H: -1.058 3.282 -0.662  0.0003
H: 0.410 3.165 -0.144  -0.0002
O: -0.328 2.683 -0.506  0.0114

Computed properties:
Energy above the lowest of the compared OMol25 structures with the same formula, charge and spin in eV: 1.906
Net charge: +1
2S+1: 2
HOMO energy (alpha / beta) in eV: -14.21 / -14.21
Calculated total energy in eV: -11575.802
Frontier orbital gap (alpha / beta) in eV: 10.5810 / 4.2330

(8)
ORCA calculation (ωB97M-V/def2-TZVPD) on a molecular structure, C5H17N2.

Each line ends with the natural charge from an NBO analysis.
Positions of all 24 atoms, in Å:
C: -2.621 -0.145 -1.035  -0.6252
C: -2.163 1.298 -1.103  -0.2180
N: -0.668 1.358 -1.233  -0.7710
H: -3.706 -0.192 -1.014  0.2500
H: -2.303 -0.675 -1.931  0.2163
H: -2.208 -0.657 -0.174  0.2057
H: -2.616 1.810 -1.953  0.2152
H: -2.427 1.859 -0.204  0.2072
H: -0.086 0.944 -0.154  0.4318
H: -0.353 2.303 -1.433  0.4079
H: -0.380 0.782 -2.021  0.4006
C: 2.253 -0.856 2.004  -0.6253
C: 1.687 -0.339 0.697  -0.0463
C: 1.267 -1.468 -0.223  -0.6254
N: 0.500 0.533 0.947  -0.7775
H: 3.178 -1.394 1.814  0.2402
H: 2.517 -0.042 2.679  0.2233
H: 1.548 -1.552 2.457  0.2155
H: 2.421 0.306 0.219  0.2054
H: 1.016 -1.125 -1.228  0.2072
H: 2.105 -2.164 -0.336  0.2459
H: 0.438 -2.026 0.219  0.2154
H: 0.772 1.379 1.454  0.4031
H: -0.170 0.066 1.554  0.3980

Computed properties:
Energy above the lowest of the compared OMol25 structures with the same formula, charge and spin in eV: 0.000
Net charge: +1
HOMO energy in eV: -14.68
Calculated total energy in eV: -8435.375
Frontier orbital gap in eV: 11.8771

(9)
ORCA calculation (ωB97M-V/def2-TZVPD) on 2 unconnected molecules or ions with the total composition C5H17N2.

Each line ends with the natural charge from an NBO analysis.
Positions of all 24 atoms, in Å:
C: 1.124 -1.117 -1.937  -0.6343
C: 1.998 -0.690 -0.774  -0.2142
N: 1.235 -0.700 0.528  -0.5506
C: 2.117 -0.329 1.667  -0.4233
H: 1.701 -1.233 -2.851  0.2551
H: 0.415 -0.314 -2.141  0.2144
H: 0.556 -2.029 -1.758  0.2228
H: 2.351 0.328 -0.911  0.2196
H: 2.826 -1.383 -0.630  0.2160
H: 0.911 -1.656 0.702  0.4170
H: 1.528 -0.366 2.585  0.2294
H: 2.947 -1.023 1.745  0.2312
H: 2.416 0.710 1.560  0.2282
C: -3.294 1.178 -0.028  -0.6239
C: -1.979 0.397 -0.001  -0.2217
N: -0.840 1.113 0.623  -0.8454
H: -4.123 0.517 -0.270  0.2354
H: -3.478 1.617 0.953  0.2119
H: -3.245 1.956 -0.783  0.2166
H: -2.105 -0.532 0.559  0.1906
H: -1.694 0.153 -1.020  0.1928
H: -0.684 1.976 0.117  0.3820
H: 0.425 0.044 0.505  0.4672
H: -1.108 1.384 1.559  0.3833

Computed properties:
Energy above the lowest of the compared OMol25 structures with the same formula, charge and spin in eV: 0.254
Net charge: +1
HOMO energy in eV: -14.29
Calculated total energy in eV: -8435.121
Frontier orbital gap in eV: 11.5464